# 1
DFT (ωB97M-V/def2-TZVPD) results for C33H31AsLiNO7P2S3 as an isolated structure in a non-equilibrium geometry.

Properties
Calculated total energy ... -162678.599 eV
Relative energy (zero: lowest compared OMol25 entry of this formula, charge and spin) ... 11.0 kcal/mol
Largest force on an atom ... 1.14 eV Å⁻¹
HOMO-LUMO gap ... 6.1 eV
Net charge ... -2

Cartesian coordinates (Å):
Li -1.810 0.942 -0.391
C 1.971 -0.966 -1.949
N 1.746 -0.584 -0.528
P 2.310 1.079 -0.353
C 4.126 0.733 -0.183
C 4.981 1.803 -0.451
C 6.360 1.664 -0.354
C 6.908 0.435 -0.010
C 6.068 -0.645 0.234
C 4.690 -0.493 0.147
C 1.867 1.406 1.407
C 0.647 2.058 1.612
C 0.217 2.377 2.893
C 1.012 2.068 3.988
C 2.240 1.443 3.794
C 2.665 1.117 2.514
P 0.185 -0.934 0.177
C 0.729 -1.429 1.907
C 1.858 -2.200 2.174
C 2.183 -2.563 3.471
C 1.369 -2.170 4.531
C 0.227 -1.426 4.276
C -0.087 -1.057 2.971
C -0.166 -2.696 -0.277
C -1.437 -3.120 0.120
C -1.846 -4.429 -0.077
C -0.999 -5.340 -0.694
C 0.262 -4.929 -1.099
C 0.680 -3.620 -0.883
H 2.241 -0.089 -2.546
H 1.067 -1.362 -2.413
H 2.785 -1.694 -2.022
H 4.550 2.756 -0.744
H 7.006 2.509 -0.558
H 7.983 0.317 0.060
H 6.489 -1.609 0.496
H 4.033 -1.330 0.347
H 0.025 2.306 0.756
H -0.746 2.858 3.020
H 0.680 2.313 4.990
H 2.868 1.198 4.643
H 3.621 0.622 2.385
H 2.472 -2.530 1.346
H 3.068 -3.162 3.660
H 1.629 -2.442 5.548
H -0.418 -1.125 5.093
H -0.970 -0.456 2.773
H -2.118 -2.401 0.562
H -2.837 -4.733 0.236
H -1.325 -6.359 -0.869
H 0.928 -5.625 -1.597
H 1.676 -3.335 -1.187
O -0.339 3.823 -2.765
As -0.548 2.035 -2.740
O 0.483 1.473 -3.881
O -0.442 1.775 -1.078
C -2.444 1.944 -3.250
C -3.033 3.110 -3.734
C -4.388 3.153 -4.024
C -5.182 2.032 -3.839
C -4.617 0.858 -3.373
C -3.255 0.811 -3.094
S -2.636 -0.652 -2.289
O -3.323 -1.803 -2.829
O -1.203 -0.627 -2.550
O -2.937 -0.392 -0.861
H -0.448 4.080 -1.841
H -2.419 3.992 -3.848
H -4.834 4.082 -4.359
H -6.248 2.082 -4.030
H -5.213 -0.031 -3.212
C -5.711 0.732 0.606
O -5.542 2.061 0.117
C -4.435 2.758 0.458
S -4.371 4.313 -0.172
S -3.274 2.032 1.482
H -6.737 0.470 0.348
H -5.564 0.689 1.684
H -5.008 0.052 0.127



# 2
DFT (ωB97M-V/def2-TZVPD) results for an isolated ion of composition C19H23N2 and charge +1 in a non-equilibrium geometry.

Properties
Calculated total energy ... -23049.618 eV
Relative energy (zero: lowest compared OMol25 entry of this formula, charge and spin) ... 19.1 kcal/mol
Largest force on an atom ... 3.64 eV Å⁻¹
HOMO-LUMO gap ... 8.5 eV
Net charge ... +1
SMILES ... C[C@H](n1c2ccccc2c2ccccc21)[NH+]1CCCCC1

Cartesian coordinates (Å):
C -0.935 -1.866 1.435
C -0.026 -1.103 0.382
N 0.379 0.223 0.990
C 1.701 0.627 1.256
C 2.889 -0.085 1.204
C 4.081 0.585 1.517
C 4.057 1.934 1.904
C 2.847 2.640 2.053
C 1.658 1.943 1.795
C 0.263 2.357 1.857
C -0.389 3.556 2.216
C -1.802 3.552 2.138
C -2.546 2.430 1.713
C -1.883 1.251 1.333
C -0.497 1.270 1.342
N -0.682 -1.096 -0.902
C 0.132 -0.531 -2.241
C -0.668 -0.679 -3.523
C -1.067 -2.134 -3.787
C -1.819 -2.734 -2.613
C -1.065 -2.527 -1.318
H -0.718 -2.943 1.381
H -0.777 -1.513 2.458
H -2.019 -1.802 1.231
H 0.886 -1.594 0.017
H 2.890 -1.119 0.871
H 5.041 0.085 1.426
H 4.997 2.431 2.150
H 2.826 3.711 2.339
H 0.222 4.443 2.494
H -2.336 4.451 2.438
H -3.634 2.476 1.638
H -2.423 0.363 1.008
H -1.382 -0.431 -0.632
H 1.041 -1.203 -2.172
H 0.419 0.489 -1.934
H 0.093 -0.457 -4.273
H -1.554 -0.037 -3.481
H -1.765 -2.138 -4.614
H -0.232 -2.779 -4.138
H -2.793 -2.241 -2.456
H -1.844 -3.835 -2.725
H -0.061 -2.979 -1.328
H -1.506 -2.989 -0.449



Which value of HOMO-LUMO gap does entry 1 give? 6.1 eV